Entry 1:
{"formula": "C19H32NPPt", "method": "ωB97M-V with the def2-TZVPD basis set", "charge": 2, "homo_ev": [-12.0, -15.5], "multiplicity": 5, "e_tot_ev": -34221.159, "e_lumo_ev": [-6.01, -10.26], "species": ["C", "C", "C", "C", "C", "C", "C", "C", "N", "Pt", "C", "P", "H", "H", "H", "H", "H", "H", "H", "H", "C", "C", "H", "C", "C", "H", "H", "H", "H", "H", "H", "H", "H", "H", "H", "H", "H", "H", "H", "C", "C", "C", "C", "C", "C", "H", "H", "H", "H", "H", "H", "H", "H", "H"], "positions_angstrom": [[0.64723, -1.49900, -3.93600], [1.60255, -0.64305, -3.43114], [1.37105, 0.01639, -2.22145], [0.16532, -0.10643, -1.52848], [-0.75463, -1.04018, -1.99423], [-0.53971, -1.69254, -3.23750], [2.44342, 0.96990, -1.78167], [2.01133, 1.97016, -0.69994], [0.68256, 2.74572, -0.94001], [-0.22444, 1.21119, 0.17730], [-2.06407, -1.23557, -1.29707], [-2.30150, 0.30011, -0.24969], [2.51504, -0.40034, -3.99092], [-1.32603, -2.30179, -3.64683], [0.83156, -2.00740, -4.87363], [-2.05556, -2.15106, -0.67536], [-2.85737, -1.34667, -2.05763], [3.29044, 0.38894, -1.37370], [2.87351, 1.41571, -2.69986], [1.81384, 1.41283, 0.25504], [-3.42924, -0.29953, 1.00164], [-3.23250, 1.36904, -1.37089], [2.89082, 2.61567, -0.47585], [0.23665, 2.82233, -2.40718], [1.06046, 4.24016, -0.59592], [-1.82167, 1.89747, 0.56307], [0.44146, 3.83981, -2.83739], [0.75276, 2.12789, -3.09087], [-0.84238, 2.67184, -2.46932], [1.11556, 4.84589, -1.54391], [0.33393, 4.67839, 0.07207], [2.08820, 4.30601, -0.18741], [-4.21262, 0.93701, -1.61161], [-3.35626, 2.30983, -0.81851], [-2.66350, 1.56163, -2.28857], [-4.36295, -0.69873, 0.56892], [-2.96319, -1.07089, 1.62883], [-3.66661, 0.56344, 1.63386], [0.73474, 1.61539, 1.56743], [0.87701, -3.76441, 2.81700], [0.76713, -2.28878, 3.27377], [-0.20893, -2.26559, 4.46536], [2.10207, -1.88700, 3.91917], [0.38569, -1.26729, 2.22968], [0.16826, -0.27736, 1.48985], [1.19652, -4.43452, 3.64338], [1.62246, -3.90857, 2.02465], [-0.07579, -4.17201, 2.46089], [0.13229, -2.88332, 5.31464], [-0.30407, -1.23122, 4.80402], [-1.21300, -2.63978, 4.18743], [2.93507, -1.93490, 3.18614], [2.00735, -0.85992, 4.27336], [2.37973, -2.52490, 4.77505]], "forces_ev_per_angstrom": [[1.8173, 0.5179, -0.5868], [-0.0153, -0.2838, -1.0123], [1.9712, 0.8074, -0.8201], [-1.3097, -1.1275, -0.5749], [0.0107, -0.5562, -1.0082], [-0.8191, 0.6366, 2.0114], [-0.2070, -0.0746, 0.0858], [0.4964, -0.1132, -0.9353], [3.0888, 3.3516, -2.7563], [-0.9268, -2.6779, 4.2249], [0.0396, 0.1437, 0.1820], [-1.4526, -1.6791, -1.7643], [-0.3607, -0.4022, 0.2439], [-0.1754, -0.1906, -0.1477], [-0.0921, -0.0319, -0.0069], [-0.0085, 0.4767, -0.1243], [0.0697, 0.0985, 0.5304], [-0.2023, 0.0681, 0.0314], [-0.2047, 0.1613, 0.5372], [0.9392, 0.2145, -0.4977], [-0.1877, 0.4476, 0.8680], [-0.2008, 0.2894, 0.3050], [-0.8928, -0.1870, -0.1419], [0.3197, 0.7796, -0.3751], [0.2887, -0.1054, -0.6594], [0.6669, 0.5965, 0.3133], [-0.2167, -1.1134, 0.4701], [-0.3088, 0.0432, 0.5645], [0.2157, -0.1062, 0.1017], [-0.2718, -0.6852, 1.1242], [-0.1394, -0.0223, 0.1764], [-0.9048, -0.1995, 0.1893], [0.2624, 0.1040, 0.0256], [-0.2361, -0.0787, -0.4273], [-0.1414, -0.1137, 0.1979], [0.4828, 0.2329, -0.0403], [-0.0354, 0.2262, -0.2168], [-0.1992, -0.2657, 0.1090], [-0.7005, 0.2413, 0.0962], [0.0919, -0.5281, -0.7934], [0.0660, -0.6839, 1.0278], [-1.3604, 0.2792, -0.1781], [1.2045, 0.5764, -0.8544], [0.5377, -0.6399, 0.9777], [-0.5218, -0.2370, -0.1102], [-0.1996, 0.8366, -0.1985], [-0.1599, 0.1739, 0.0793], [0.0812, 0.2323, 0.0076], [0.1423, 0.2616, -0.6155], [-0.1519, -0.1372, 0.2084], [0.4129, 0.2387, 0.0862], [-0.4126, 0.0881, 0.4170], [0.2538, -0.0019, 0.1135], [-0.4436, 0.1183, -0.4602]], "lowdin_spin": [0.13, 0.04, 0.30, 0.46, 0.03, 0.22, 0.05, 0.10, 0.12, 0.94, 0.04, 0.20, 0.00, 0.01, 0.00, 0.00, 0.00, 0.02, 0.01, 0.04, 0.02, 0.04, 0.01, 0.02, 0.01, 0.20, 0.00, 0.01, 0.00, 0.00, 0.00, 0.00, 0.01, 0.01, 0.00, 0.01, 0.00, 0.00, 0.14, 0.03, 0.04, 0.01, 0.02, 0.39, 0.32, 0.00, 0.00, 0.00, 0.00, 0.00, 0.00, 0.00, 0.00, 0.00]}

---

Entry 2:
{"formula": "C19H33AlCl2MgN2NbO11V", "method": "ωB97M-V with the def2-TZVPD basis set", "homo_ev": -7.0, "e_tot_ev": -110040.395, "e_lumo_ev": -5.72, "species": ["C", "O", "C", "C", "C", "Nb", "H", "H", "H", "H", "H", "H", "H", "H", "H", "H", "H", "H", "H", "H", "O", "V", "O", "Mg", "N", "C", "C", "C", "C", "H", "H", "H", "H", "H", "C", "O", "O", "O", "Cl", "Al", "C", "C", "C", "O", "C", "O", "O", "H", "H", "H", "H", "H", "H", "N", "C", "C", "C", "C", "H", "H", "H", "H", "H", "C", "C", "O", "O", "H", "H", "H", "Cl"], "positions_angstrom": [[1.05113, -0.38794, 1.72633], [1.17264, 1.01838, 1.52961], [0.78996, 1.40692, 0.21987], [-0.76163, 1.61043, -0.00030], [-1.63906, 1.62822, 1.31302], [-3.61762, 0.54107, 0.91347], [-0.04410, -0.63926, 1.82342], [1.59562, -0.72584, 2.63680], [1.45312, -1.00136, 0.87600], [1.35884, 2.30613, -0.12012], [1.11722, 0.57488, -0.46930], [-1.09318, 0.87718, -0.77841], [-0.89376, 2.61550, -0.48621], [-1.95160, 2.68484, 1.53396], [-1.20561, 1.09791, 2.19254], [-4.39730, 2.03602, 0.23059], [-3.14438, 0.05666, -0.78036], [-2.82215, -0.98585, 1.58160], [-4.24313, 0.96032, 2.56259], [-5.17586, -0.45163, 0.64165], [-8.02115, -0.00955, 5.12960], [-6.49028, -0.51355, 4.41292], [-4.98451, -1.01686, 3.71272], [-5.55144, -0.48130, -1.48105], [1.00069, -5.13883, -1.84771], [0.71440, -3.86506, -2.32832], [-0.08187, -3.23524, -1.42406], [-0.28869, -4.15624, -0.34124], [0.41290, -5.32511, -0.66060], [1.57517, -5.83226, -2.32415], [1.10873, -3.53374, -3.27435], [-0.47471, -2.23872, -1.51371], [-0.86098, -3.99321, 0.55497], [0.52798, -6.25453, -0.12717], [4.39140, 0.20890, 3.37750], [3.63013, -0.63868, 3.82839], [5.05570, 0.09528, 2.32545], [4.62134, 1.32248, 3.89653], [-2.62868, -3.00945, -0.29209], [-9.93307, -0.56679, 5.24939], [0.48535, 2.00355, -4.64992], [-0.98692, 2.33608, -4.72156], [-1.29828, 3.76915, -4.42612], [-2.64748, 3.68260, -3.95108], [-2.78305, 2.46651, -3.39394], [-3.71515, 2.13117, -2.71481], [-1.73247, 1.66270, -3.69158], [0.89910, 2.26413, -3.67263], [0.64332, 0.93110, -4.78355], [1.04085, 2.53854, -5.42080], [-1.39698, 2.02730, -5.68827], [-1.22826, 4.42020, -5.33258], [-0.67942, 4.19229, -3.62627], [3.76936, 6.53959, 3.67864], [4.61785, 5.48369, 3.87080], [3.98787, 4.34853, 3.42278], [2.71370, 4.73662, 2.93715], [2.60795, 6.09420, 3.10556], [3.96762, 7.49343, 3.91979], [5.59175, 5.62942, 4.30896], [4.39654, 3.35336, 3.44036], [1.95931, 4.09307, 2.51173], [1.80983, 6.77904, 2.86931], [2.34100, -9.13956, -0.32461], [3.10992, -8.26807, -1.31130], [2.42799, -7.71928, -2.21944], [4.33455, -8.18754, -1.11789], [1.27381, -9.16011, -0.56047], [2.72234, -10.16115, -0.35782], [2.46566, -8.75036, 0.68820], [-1.96989, 5.36964, -6.80843]], "forces_ev_per_angstrom": [[-0.7967, -0.7320, 0.0569], [0.3956, -0.1690, -0.2853], [0.1032, -0.8516, -0.9137], [0.1334, 0.5564, -0.2643], [-1.3196, -0.3643, -1.0249], [5.4529, 2.1082, 3.3188], [0.9478, -0.0891, -0.0080], [-0.5103, 0.6581, -0.5835], [-0.1904, 0.7177, 0.4224], [-0.4397, -0.5211, 0.7833], [-0.2579, 0.8061, 0.4152], [0.2090, 0.4847, 0.7781], [-0.0021, -0.9333, 0.3777], [0.3459, -0.9542, 0.2198], [-0.2005, 0.5650, -0.5273], [-0.9452, -0.1705, -0.8313], [-1.5348, -0.6149, -1.3389], [-0.4270, -0.6273, -0.7421], [-1.2046, 0.2118, -0.5620], [-1.5710, -0.7392, -1.1569], [-4.0319, -0.6581, 0.5656], [4.9225, -1.2470, -2.0244], [-3.4614, 0.9045, 1.4837], [2.2235, 0.9664, 1.8757], [-0.4366, -0.5595, 1.2244], [-0.5478, 0.8182, 0.1688], [0.9876, 0.2501, -0.7277], [-1.1850, 1.1209, 0.3086], [0.9212, -1.4331, -1.6461], [0.3749, -0.6368, 0.2200], [-0.0247, -0.0477, 0.0319], [0.0553, -0.0514, 0.1009], [0.7522, 0.1606, 0.3700], [-0.0215, 0.0216, 0.0043], [-0.4321, -0.4158, 0.1841], [0.1808, 0.1051, -0.0118], [0.1329, 0.1418, -0.0800], [0.2148, -0.1003, -0.0187], [-0.5970, -0.0821, -0.1466], [2.6115, 0.8861, -0.0607], [-0.0202, -0.4036, 0.3057], [1.0128, 0.2116, -0.3095], [0.6193, 0.3880, -0.3057], [-0.2892, -0.7723, 0.6345], [0.4375, 0.5640, -0.5194], [-0.5200, -0.5059, 0.1587], [-0.7985, -0.0864, 0.3677], [-0.0625, 0.1157, -0.0436], [0.0086, 0.0551, -0.1236], [-0.1231, 0.0073, -0.0047], [-0.0903, 0.1128, 0.0543], [-0.3233, -0.2989, 0.5679], [0.0067, -0.1874, 0.0485], [0.0263, -0.1112, -0.0302], [-0.0118, 0.0867, 0.0319], [0.1418, 0.0072, 0.0173], [-0.1237, 0.1415, -0.0739], [-0.0484, -0.0138, 0.0055], [-0.0051, -0.0339, -0.0187], [-0.0389, -0.0377, -0.0233], [-0.0671, 0.2642, -0.0095], [0.0393, 0.0078, 0.0316], [0.0211, -0.0499, 0.0114], [-0.3485, -0.0603, 0.0202], [0.1394, -0.7854, 1.0574], [-0.0449, 1.0709, -0.4566], [-0.3557, 0.4727, -0.6138], [0.0280, -0.0101, -0.0419], [0.0502, 0.0717, 0.0733], [0.1188, -0.0739, -0.0194], [-0.2057, 0.3684, -0.7480]], "mulliken_charge": [-0.58, -0.28, -0.72, 0.58, -1.27, -0.65, 0.13, 0.18, 0.31, 0.39, 0.34, -0.14, 0.16, 0.37, 0.53, 0.15, 0.20, 0.19, 0.12, 0.04, -0.86, 1.44, -0.84, 0.90, 0.21, -1.12, 0.04, -0.37, -0.49, 0.31, 0.43, 0.67, 0.62, 0.44, 0.93, -0.42, -0.27, -0.34, -0.33, 0.33, -1.39, 0.69, -0.31, -0.25, 0.60, -0.46, -0.32, 0.28, 0.35, 0.39, 0.22, -0.13, 0.27, 0.03, -0.73, -0.17, -0.21, -0.71, 0.18, 0.38, 0.42, 0.52, 0.37, -0.87, 0.65, -0.73, -0.60, 0.25, 0.31, 0.24, -0.62]}